{
  "formula": "C6H14O",
  "method": "the ωB97M-V functional and the def2-TZVPD basis",
  "total_energy_ev": -8496.146,
  "max_force_ev_per_a": 0.46,
  "spin_multiplicity": 1,
  "smiles": "CCCCCOC",
  "orbital_gap_ev": 11.0,
  "relative_energy_kcal_mol": 17.2,
  "elements": ["C", "C", "C", "C", "C", "O", "C", "H", "H", "H", "H", "H", "H", "H", "H", "H", "H", "H", "H", "H", "H"],
  "positions_angstrom": [[-3.471, -0.112, -0.757], [-2.293, -0.328, 0.192], [-0.956, -0.127, -0.520], [0.281, -0.235, 0.381], [1.562, 0.045, -0.394], [2.616, 0.256, 0.520], [3.821, 0.575, -0.127], [-4.435, -0.246, -0.256], [-3.428, -0.815, -1.598], [-3.452, 0.902, -1.175], [-2.374, 0.365, 1.041], [-2.329, -1.340, 0.614], [-0.882, -0.850, -1.346], [-0.985, 0.859, -1.006], [0.333, -1.226, 0.868], [0.239, 0.525, 1.171], [1.780, -0.814, -1.056], [1.434, 0.947, -1.027], [4.168, -0.252, -0.769], [4.583, 0.748, 0.647], [3.679, 1.459, -0.770]]
}

{
  "formula": "C22H27N3O4",
  "method": "the ωB97M-V functional and the def2-TZVPD basis",
  "total_energy_ev": -35914.829,
  "max_force_ev_per_a": 0.77,
  "spin_multiplicity": 1,
  "smiles": "CCc1nc2ccccc2c(C(=O)OCC(=O)NCCCN2CCCC2=O)c1C",
  "orbital_gap_ev": 8.8,
  "relative_energy_kcal_mol": 19.9,
  "elements": ["C", "H", "H", "H", "C", "C", "N", "C", "C", "C", "C", "C", "C", "C", "C", "C", "H", "H", "H", "C", "O", "O", "C", "H", "H", "C", "O", "N", "C", "H", "C", "H", "H", "C", "N", "C", "O", "C", "H", "C", "H", "H", "C", "H", "H", "H", "H", "H", "H", "H", "H", "H", "H", "H", "H", "H"],
  "positions_angstrom": [[5.068, 3.017, 0.615], [5.885, 2.510, 0.110], [5.003, 2.626, 1.626], [5.281, 4.082, 0.659], [3.761, 2.774, -0.128], [3.412, 1.314, -0.219], [4.284, 0.475, 0.264], [4.051, -0.849, 0.225], [5.044, -1.717, 0.719], [4.853, -3.070, 0.688], [3.669, -3.604, 0.160], [2.685, -2.785, -0.322], [2.841, -1.385, -0.291], [1.887, -0.452, -0.781], [2.173, 0.898, -0.794], [1.197, 1.890, -1.339], [0.726, 1.493, -2.234], [1.675, 2.832, -1.585], [0.414, 2.075, -0.602], [0.569, -0.951, -1.263], [0.087, -0.758, -2.351], [-0.045, -1.661, -0.302], [-1.282, -2.280, -0.618], [-1.689, -1.849, -1.542], [-1.114, -3.349, -0.791], [-2.307, -2.144, 0.506], [-3.301, -2.843, 0.522], [-2.012, -1.229, 1.438], [-2.871, -1.013, 2.582], [-3.086, -1.989, 3.029], [-4.200, -0.347, 2.219], [-4.784, -0.236, 3.134], [-4.748, -1.004, 1.544], [-4.025, 1.033, 1.578], [-3.642, 0.990, 0.190], [-2.424, 1.329, -0.264], [-1.466, 1.592, 0.443], [-2.455, 1.312, -1.780], [-2.023, 2.232, -2.171], [-3.934, 1.143, -2.131], [-4.088, 0.480, -2.980], [-4.375, 2.111, -2.370], [-4.562, 0.584, -0.848], [-5.557, 0.991, -0.654], [-4.635, -0.510, -0.881], [-1.841, 0.487, -2.145], [-3.244, 1.592, 2.101], [-4.967, 1.588, 1.651], [-2.323, -0.401, 3.299], [-1.239, -0.598, 1.289], [1.787, -3.213, -0.739], [3.539, -4.676, 0.129], [5.615, -3.738, 1.063], [5.950, -1.277, 1.106], [2.944, 3.297, 0.377], [3.838, 3.181, -1.141]]
}

{
  "formula": "C4H8O",
  "method": "the ωB97M-V functional and the def2-TZVPD basis",
  "total_energy_ev": -6323.956,
  "max_force_ev_per_a": 2.11,
  "spin_multiplicity": 1,
  "smiles": "C=C(C)CO",
  "orbital_gap_ev": 10.2,
  "relative_energy_kcal_mol": 27.9,
  "elements": ["C", "C", "C", "C", "O", "H", "H", "H", "H", "H", "H", "H", "H"],
  "positions_angstrom": [[1.363, 0.310, 0.290], [-0.800, 0.072, 1.503], [-0.094, -0.045, 0.354], [-0.855, -0.320, -0.902], [-0.290, 0.330, -2.026], [0.521, -0.153, -2.255], [-1.038, -1.359, -1.196], [1.526, 1.202, -0.324], [1.939, -0.518, -0.134], [1.774, 0.529, 1.281], [-0.306, 0.255, 2.454], [-1.825, -0.275, 1.593], [-1.916, -0.028, -0.639]]
}

{
  "formula": "C50H58Cl2CsN7OP2S",
  "method": "the ωB97M-V functional and the def2-TZVPD basis",
  "total_energy_ev": -120276.969,
  "max_force_ev_per_a": 0.45,
  "spin_multiplicity": 1,
  "orbital_gap_ev": 6.4,
  "relative_energy_kcal_mol": 0.0,
  "elements": ["Cs", "Cl", "C", "C", "C", "C", "C", "Cl", "C", "S", "H", "H", "H", "C", "N", "C", "P", "C", "C", "C", "C", "C", "C", "C", "C", "C", "C", "C", "C", "C", "C", "C", "C", "C", "C", "P", "C", "C", "C", "C", "C", "C", "C", "C", "C", "C", "C", "C", "H", "H", "H", "H", "H", "H", "H", "H", "H", "H", "H", "H", "H", "H", "H", "H", "H", "H", "H", "H", "H", "H", "H", "H", "H", "H", "H", "H", "H", "C", "N", "C", "C", "N", "C", "C", "N", "C", "C", "N", "C", "N", "C", "C", "C", "N", "C", "H", "H", "H", "H", "H", "H", "H", "H", "H", "H", "H", "H", "H", "H", "H", "H", "H", "H", "H", "H", "H", "H", "H", "H", "O", "H", "H"],
  "positions_angstrom": [[0.400, 0.481, -0.246], [2.194, 0.691, 2.648], [3.032, -0.768, 3.113], [3.693, -0.701, 4.331], [4.359, -1.801, 4.828], [4.354, -2.972, 4.081], [3.695, -3.021, 2.868], [3.742, -4.533, 2.021], [2.984, -1.922, 2.302], [2.145, -2.071, 0.804], [3.674, 0.222, 4.896], [4.875, -1.752, 5.777], [4.865, -3.858, 4.436], [-3.554, 1.089, 3.220], [-3.012, 2.419, 3.432], [-1.591, 2.647, 3.482], [-0.814, 3.241, 1.850], [0.124, 4.736, 2.335], [0.732, 4.835, 3.586], [1.550, 5.914, 3.897], [1.782, 6.906, 2.958], [1.204, 6.808, 1.699], [0.390, 5.730, 1.389], [-2.236, 3.865, 0.882], [-2.739, 5.165, 0.909], [-3.818, 5.521, 0.114], [-4.423, 4.583, -0.713], [-3.937, 3.285, -0.746], [-2.846, 2.933, 0.041], [-3.887, 3.463, 3.699], [-5.275, 3.253, 3.735], [-6.145, 4.300, 3.995], [-5.676, 5.583, 4.236], [-4.306, 5.799, 4.211], [-3.422, 4.766, 3.946], [-2.374, -0.170, 2.539], [-3.632, -1.476, 2.239], [-4.455, -1.329, 1.122], [-5.384, -2.303, 0.791], [-5.487, -3.454, 1.564], [-4.663, -3.615, 2.669], [-3.743, -2.631, 3.008], [-1.445, -0.804, 3.978], [-0.334, -1.603, 3.705], [0.444, -2.099, 4.742], [0.134, -1.782, 6.057], [-0.964, -0.976, 6.337], [-1.752, -0.494, 5.302], [-4.320, 1.128, 2.439], [-4.054, 0.705, 4.119], [-1.083, 1.714, 3.718], [-1.352, 3.345, 4.283], [0.590, 4.054, 4.323], [2.012, 5.970, 4.874], [2.420, 7.747, 3.200], [1.392, 7.574, 0.959], [-0.048, 5.658, 0.400], [-2.293, 5.903, 1.562], [-4.197, 6.535, 0.155], [-5.269, 4.867, -1.326], [-4.387, 2.538, -1.389], [-2.487, 1.910, -0.019], [-5.689, 2.271, 3.563], [-7.210, 4.103, 4.014], [-6.361, 6.394, 4.441], [-3.910, 6.791, 4.392], [-2.366, 4.996, 3.900], [-4.348, -0.451, 0.490], [-6.018, -2.173, -0.076], [-6.206, -4.220, 1.302], [-4.737, -4.510, 3.274], [-3.103, -2.771, 3.871], [-0.054, -1.841, 2.681], [1.308, -2.714, 4.521], [0.754, -2.155, 6.862], [-1.207, -0.722, 7.362], [-2.604, 0.136, 5.531], [-1.031, -4.153, -4.963], [-1.771, -3.771, -3.770], [-2.615, -4.841, -3.237], [-2.917, -4.351, -1.836], [-1.695, -3.633, -1.536], [-1.527, -2.984, -0.252], [-1.171, -3.107, -2.693], [-0.335, -2.133, -2.670], [0.286, -1.600, -3.870], [1.162, -0.400, -3.496], [0.432, 0.854, -3.372], [0.612, 1.817, -4.197], [0.072, 3.078, -3.983], [-0.362, 3.465, -2.658], [0.844, 4.043, -4.750], [1.280, 3.203, -5.938], [1.356, 1.863, -5.367], [1.365, 0.759, -6.318], [-1.725, -4.651, -5.637], [-0.216, -4.851, -4.732], [-0.621, -3.292, -5.475], [-2.058, -5.786, -3.200], [-3.500, -4.977, -3.858], [-3.081, -5.159, -1.124], [-3.790, -3.685, -1.815], [-1.851, -3.679, 0.523], [-2.129, -2.071, -0.167], [-0.477, -2.747, -0.089], [-0.464, -1.289, -4.611], [0.939, -2.343, -4.341], [2.020, -0.327, -4.169], [1.573, -0.681, -2.518], [-1.091, 2.756, -2.274], [-0.856, 4.434, -2.722], [0.471, 3.536, -1.945], [1.707, 4.400, -4.173], [0.236, 4.899, -5.039], [2.237, 3.515, -6.354], [0.524, 3.234, -6.732], [0.940, 1.100, -7.266], [0.756, -0.064, -5.957], [2.374, 0.393, -6.507], [-2.023, 0.171, -1.812], [-1.384, 0.612, -2.404], [-1.790, -0.759, -1.978]]
}

{
  "formula": "C2H5BrN4",
  "method": "the ωB97M-V functional and the def2-TZVPD basis",
  "total_energy_ev": -78151.544,
  "max_force_ev_per_a": 1.21,
  "spin_multiplicity": 1,
  "orbital_gap_ev": [7.0, 8.7],
  "relative_energy_kcal_mol": 9.2,
  "elements": ["C", "C", "N", "N", "N", "N", "Br", "H", "H", "H", "H", "H"],
  "positions_angstrom": [[0.378, -0.353, 0.186], [-0.326, -0.956, -0.811], [1.676, -0.006, 0.386], [-0.033, 0.246, 1.396], [1.341, 0.389, 1.643], [-0.907, 1.196, -2.190], [-1.647, 2.164, -0.876], [0.189, -1.347, -1.667], [-1.382, -1.114, -0.714], [-0.661, -0.144, 2.089], [1.731, 1.219, 2.076], [0.069, 1.485, -2.275]]
}

{
  "formula": "C5H14N2",
  "method": "the ωB97M-V functional and the def2-TZVPD basis",
  "total_energy_ev": -8391.827,
  "max_force_ev_per_a": 2.48,
  "spin_multiplicity": 1,
  "smiles": "CCC[C@@H](N)CN",
  "orbital_gap_ev": 9.9,
  "relative_energy_kcal_mol": 18.3,
  "elements": ["N", "C", "C", "C", "C", "C", "N", "H", "H", "H", "H", "H", "H", "H", "H", "H", "H", "H", "H", "H", "H"],
  "positions_angstrom": [[-1.055, -0.138, 1.328], [-0.535, -0.246, -0.018], [0.214, 1.045, -0.472], [1.587, 1.218, 0.205], [2.519, 0.058, 0.410], [-1.645, -0.654, -1.017], [-2.437, -1.803, -0.651], [-1.580, 0.701, 1.486], [-0.275, -0.060, 1.969], [0.118, -1.116, -0.158], [0.196, 1.089, -1.563], [-0.432, 1.843, -0.099], [1.423, 1.810, 1.120], [2.033, 2.071, -0.328], [1.960, -0.779, 0.851], [2.920, -0.455, -0.466], [3.380, 0.388, 0.989], [-2.341, 0.179, -1.190], [-1.194, -0.823, -1.997], [-1.905, -2.648, -0.609], [-2.950, -1.679, 0.207]]
}